## w
The following is a DFT calculation (the ωB97M-V functional and the def2-TZVPD basis) of a 2-piece molecular cluster, C3H7O2 overall.

Geometry (Å):
C1 -0.687 0.278 2.132
O1 -0.947 0.467 0.723
H1 0.144 0.892 2.521
H2 -1.613 0.599 2.650
H3 -0.484 -0.779 2.445
O2 -0.577 0.066 -2.940
C2 0.411 0.248 -2.182
C3 0.838 -0.743 -1.197
H4 0.979 1.209 -2.264
H5 0.348 -1.725 -1.233
H6 -0.241 0.065 0.138
H7 1.829 -0.577 -0.792

Net charge: -1
HOMO: -0.09101 Ha

***

## x
The following is a DFT calculation (the ωB97M-V functional and the def2-TZVPD basis) of an isolated ion of composition C3H7O2 and charge -1.

Geometry (Å):
O1 -2.489 -0.568 0.435
C1 -1.208 -0.512 0.843
C2 -0.318 0.440 -0.050
C3 1.105 -0.043 -0.152
O2 1.876 0.599 -1.212
H1 -0.729 -1.523 0.723
H2 -1.071 -0.172 1.890
H3 -0.824 0.422 -1.027
H4 -0.393 1.477 0.295
H5 1.696 0.178 0.715
H6 1.060 -1.074 -0.507
H7 1.293 0.777 -1.953

SMILES: [O-]CCCO
Net charge: -1
HOMO: -0.07960 Ha

***

## y
The following is a DFT calculation (the ωB97M-V functional and the def2-TZVPD basis) of a 3-piece molecular cluster, C3H7O2 overall.

Geometry (Å):
C1 1.961 2.543 -1.616
O1 3.139 2.740 -1.749
H1 1.553 1.532 -1.459
H2 1.234 3.361 -1.609
H3 -0.479 -4.672 -5.663
C2 -1.498 -0.713 2.611
C3 -1.441 -1.388 1.407
O2 -2.186 -2.297 0.945
H4 -0.623 -0.098 2.808
H5 -2.230 -0.990 3.355
H6 -0.702 -0.968 0.674
H7 -0.868 -4.052 -5.779

Net charge: -1
HOMO: -0.07496 Ha

***

The energy of each structure relative to the most stable one, in eV, is as follows: w 0.000; x 0.331; y 1.489.

***

## w
The following is a DFT calculation (the ωB97M-V functional and the def2-TZVPD basis) of a 3-piece molecular cluster, C3H7O2 overall.

Geometry (Å):
C1 -1.548 -1.372 -0.474
O1 -2.251 -2.192 -1.014
H1 -1.317 -1.443 0.638
H2 -0.820 -0.802 -1.065
H3 0.797 -0.248 6.608
C2 0.975 0.667 -2.553
C3 0.234 1.267 -1.536
O2 0.232 1.022 -0.304
H4 1.211 1.276 -3.420
H5 1.805 -0.001 -2.328
H6 -0.146 2.295 -1.853
H7 0.830 -0.469 7.301

Net charge: -1
HOMO: -0.09244 Ha

***

## x
The following is a DFT calculation (the ωB97M-V functional and the def2-TZVPD basis) of a 3-piece molecular cluster, C3H7O2 overall.

Geometry (Å):
C1 -2.188 -0.463 -0.052
O1 -2.873 -0.849 -0.984
H1 -2.067 0.609 0.139
H2 -1.728 -1.289 0.511
H3 6.191 2.405 -2.299
C2 2.062 -0.029 -0.313
C3 1.375 0.218 0.832
O2 0.137 0.503 0.984
H4 3.025 -0.539 -0.396
H5 1.802 0.168 -1.362
H6 1.953 0.102 1.777
H7 5.886 2.882 -1.827

Net charge: -1
HOMO: -0.08945 Ha

***

## y
The following is a DFT calculation (the ωB97M-V functional and the def2-TZVPD basis) of an isolated ion of composition C3H7O2 and charge -1.

Geometry (Å):
C1 0.851 -1.064 1.283
O1 1.073 0.018 0.401
C2 -0.144 0.233 -0.759
C3 -0.869 1.519 -0.163
O2 -0.943 -0.713 -1.059
H1 0.907 -2.117 0.846
H2 1.639 -1.017 2.125
H3 -0.161 -1.240 1.826
H4 0.491 0.538 -1.628
H5 -0.006 2.097 0.299
H6 -1.580 1.176 0.585
H7 -1.364 1.994 -0.950

SMILES: CO[C@H](C)[O-]
Net charge: -1
HOMO: -0.10599 Ha

***

The energy of each structure relative to the most stable one, in eV, is as follows: w 1.138; x 0.996; y 0.000.

***

## w
The following is a DFT calculation (the ωB97M-V functional and the def2-TZVPD basis) of one molecule with the formula C8H13N.

Geometry (Å):
C1 -2.115 1.150 -0.545
N1 -1.559 -0.184 -0.481
C2 -1.747 -0.786 0.796
C3 -0.479 -0.496 0.340
C4 0.415 -1.682 -0.205
C5 1.839 -0.863 -0.606
C6 1.372 0.500 -0.487
C7 1.643 1.466 0.472
C8 0.648 0.331 0.912
H1 -2.297 1.522 0.538
H2 -3.088 1.265 -1.092
H3 -1.394 2.032 -1.170
H4 -2.394 -1.675 0.766
H5 -1.926 -0.192 1.576
H6 0.658 -2.715 0.469
H7 -0.544 -2.129 -0.884
H8 2.161 -1.106 -1.575
H9 2.746 -1.087 0.092
H10 0.609 0.690 -1.239
H11 1.452 2.484 0.036
H12 2.695 1.980 0.954
H13 1.304 -0.505 1.329

SMILES: CN1C[C@@]12CC[C@@H]1C[C@H]12
HOMO: -0.31577 Ha

***

## x
The following is a DFT calculation (the ωB97M-V functional and the def2-TZVPD basis) of one molecule with the formula C8H13N.

Geometry (Å):
C1 -1.672 1.393 0.938
C2 -0.837 1.205 -0.032
C3 0.498 1.779 -0.383
C4 1.054 0.435 -1.118
N1 -0.222 0.124 -2.067
C5 -0.907 -0.070 -0.670
C6 0.494 -0.761 -0.238
C7 0.988 -0.950 1.072
C8 0.344 -2.290 1.883
H1 -1.934 2.403 1.388
H2 -2.486 0.545 1.169
H3 0.686 2.626 -1.135
H4 1.164 1.607 0.517
H5 2.150 0.226 -1.609
H6 -0.129 -0.858 -2.334
H7 -1.766 -0.891 -0.507
H8 0.834 -1.687 -0.728
H9 0.928 -0.125 1.729
H10 2.073 -1.125 1.045
H11 0.594 -3.184 1.307
H12 -0.927 -2.399 1.785
H13 0.592 -2.462 3.128

SMILES: C=C1C[C@@H]2N[C@H]1[C@@H]2CC
HOMO: -0.32637 Ha

***

The energy of each structure relative to the most stable one, in eV, is as follows: w 3.225; x 0.000.

***

## w
The following is a DFT calculation (the ωB97M-V functional and the def2-TZVPD basis) of a 2-piece molecular cluster, C6H7BrI2O3 overall.

Geometry (Å):
C1 -2.952 0.455 -0.902
C2 -2.664 -0.112 0.231
C3 0.661 -0.961 0.065
C4 2.346 1.621 0.417
C5 2.599 0.261 -0.139
C6 -1.466 -1.793 -0.001
O1 0.651 -1.054 1.257
O2 1.511 -0.421 -0.748
O3 -0.357 -1.461 -0.719
Br1 -2.472 -3.001 -0.979
I1 -4.058 2.218 -1.139
I2 -3.094 0.351 2.152
H1 -2.503 0.131 -1.891
H2 1.437 1.836 0.981
H3 2.957 1.945 1.213
H4 2.296 2.325 -0.339
H5 2.883 -0.347 0.612
H6 3.376 0.159 -1.014
H7 -1.156 -2.150 0.943

HOMO: -0.32854 Ha

***

## x
The following is a DFT calculation (the ωB97M-V functional and the def2-TZVPD basis) of C6H7BrI2O3 as an isolated structure.

Geometry (Å):
C1 0.826 0.340 1.561
C2 1.939 -0.309 0.845
C3 -0.222 1.063 -0.320
C4 -1.866 -1.150 -0.802
C5 -2.347 0.234 -1.028
C6 3.001 0.360 0.338
O1 -0.438 0.438 0.865
O2 -1.318 1.219 -1.003
O3 0.835 1.501 -0.706
Br1 3.545 2.115 0.693
I1 1.626 -2.362 0.536
I2 4.290 -0.692 -0.891
H1 0.521 -0.257 2.385
H2 0.988 1.280 1.923
H3 -2.141 -1.480 0.270
H4 -2.357 -1.915 -1.430
H5 -0.801 -1.331 -1.019
H6 -3.224 0.479 -0.239
H7 -2.857 0.467 -1.978

HOMO: -0.32735 Ha

***

The energy of each structure relative to the most stable one, in eV, is as follows: w 1.238; x 0.000.

***

## w
The following is a DFT calculation (the ωB97M-V functional and the def2-TZVPD basis) of a 2-piece molecular cluster, C5H6 overall.

Geometry (Å):
C1 -2.171 -0.315 -0.025
C2 -3.189 -0.275 -0.603
C3 0.638 -1.290 -0.185
C4 0.149 -0.229 0.395
C5 0.759 1.149 0.096
H1 0.176 -2.175 -0.108
H2 1.399 -1.121 -0.946
H3 -0.512 -0.176 1.308
H4 0.128 2.038 0.305
H5 0.945 1.098 -0.888
H6 1.678 1.297 0.653

HOMO (alpha / beta): -0.38230 / -0.36078 Ha

***

## x
The following is a DFT calculation (the ωB97M-V functional and the def2-TZVPD basis) of one molecule with the formula C5H6.

Geometry (Å):
C1 -2.224 0.034 -0.216
C2 -1.089 0.005 0.253
C3 0.262 -0.061 0.640
C4 1.189 -0.726 -0.346
C5 1.323 0.780 -0.193
H1 -3.154 0.168 -0.717
H2 0.335 -0.313 1.749
H3 2.014 -1.324 0.062
H4 0.752 -1.138 -1.266
H5 1.033 1.388 -0.996
H6 2.247 1.021 0.348

SMILES: C#CC1CC1
HOMO: -0.33905 Ha

***

The energy of each structure relative to the most stable one, in eV, is as follows: w 6.698; x 0.000.

***

## w
The following is a DFT calculation (the ωB97M-V functional and the def2-TZVPD basis) of one molecule with the formula C5H6.

Geometry (Å):
C1 -2.220 -0.682 -1.255
C2 -1.090 -0.727 -0.697
C3 0.109 -0.587 0.064
C4 0.651 0.655 0.291
C5 1.844 0.945 1.143
H1 -3.289 -0.446 -1.586
H2 0.645 -1.473 0.597
H3 0.230 1.496 -0.300
H4 2.208 -0.020 1.461
H5 2.692 1.279 0.534
H6 1.748 1.538 2.014

SMILES: C#C/C=C/C
HOMO: -0.32264 Ha

***

## x
The following is a DFT calculation (the ωB97M-V functional and the def2-TZVPD basis) of one molecule with the formula C5H6.

Geometry (Å):
C1 0.835 -0.606 -0.778
C2 0.805 -1.717 -0.009
C3 -1.156 0.736 0.058
C4 0.365 0.584 -0.215
C5 -0.304 0.241 1.112
H1 1.231 -0.573 -1.804
H2 1.056 -2.705 0.031
H3 -1.485 1.769 0.324
H4 -2.010 0.255 -0.400
H5 0.809 1.444 -0.483
H6 -0.145 0.570 2.164

HOMO (alpha / beta): -0.31881 / -0.30730 Ha

***

The energy of each structure relative to the most stable one, in eV, is as follows: w 0.000; x 3.574.

***

## w
The following is a DFT calculation (the ωB97M-V functional and the def2-TZVPD basis) of one molecule with the formula C5H6.

Geometry (Å):
C1 -2.413 0.137 -0.184
C2 -1.323 -0.244 0.285
C3 0.093 -0.353 0.676
C4 1.070 -0.520 -0.532
C5 0.937 0.819 0.141
H1 -3.490 0.199 -0.409
H2 0.322 -0.958 1.634
H3 1.838 -1.178 -0.323
H4 0.685 -0.565 -1.525
H5 0.481 1.577 -0.500
H6 1.800 1.087 0.737

SMILES: C#CC1CC1
HOMO: -0.33708 Ha

***

## x
The following is a DFT calculation (the ωB97M-V functional and the def2-TZVPD basis) of a 2-piece molecular cluster, C5H6 overall.

Geometry (Å):
C1 0.993 1.595 -0.231
C2 0.485 1.348 -1.444
C3 1.014 0.212 -0.715
C4 1.408 -0.996 -0.559
C5 -2.076 -0.383 0.769
H1 1.194 2.345 0.461
H2 1.124 -1.756 -1.396
H3 1.943 -1.262 0.367
H4 -2.671 -1.194 1.135
H5 -1.031 -0.495 0.464
H6 -2.383 0.584 1.149

HOMO (alpha / beta): -0.32630 / -0.32133 Ha

***

## y
The following is a DFT calculation (the ωB97M-V functional and the def2-TZVPD basis) of one molecule with the formula C5H6.

Geometry (Å):
C1 -0.928 1.735 0.459
C2 -0.436 0.801 1.007
C3 0.231 -0.510 1.058
C4 0.693 -0.809 -0.346
C5 0.077 -0.291 -1.432
H1 -1.249 2.681 0.542
H2 1.164 -0.563 1.737
H3 -0.480 -1.278 1.359
H4 1.439 -1.667 -0.386
H5 -0.733 0.483 -1.494
H6 0.222 -0.583 -2.505

SMILES: C#CCC=C
HOMO: -0.35356 Ha

***

The energy of each structure relative to the most stable one, in eV, is as follows: w 0.000; x 4.959; y 0.348.